A 4-piece molecular cluster, C46H55Br2F2N2O16S overall in a non-equilibrium geometry. Source: OMol25; level of theory: ωB97M-V/def2-TZVPD.

Structure (XYZ):
```
124
Properties=species:S:1:pos:R:3:forces:R:3
C 0.108822 -1.603512 -1.566420 0.2 0.0 -0.1
C -0.346428 -1.405390 -0.342998 0.0 0.5 -0.6
C 0.413320 -0.916819 0.858444 0.0 -1.5 1.1
N 1.830414 -1.283919 0.907678 0.2 0.6 -0.6
C 2.031528 -2.721957 1.013538 -0.3 -0.6 0.6
O 1.716867 -3.485113 -0.109625 0.0 0.1 0.2
C 2.727068 -3.857379 -0.971197 0.3 -0.2 -1.0
C 4.050863 -4.103665 -0.629572 0.0 0.1 0.5
C 4.991955 -4.521388 -1.569975 -0.7 0.2 -0.1
C 4.608416 -4.725037 -2.892026 -0.1 0.2 0.6
C 3.283322 -4.474363 -3.243753 0.4 -0.2 0.2
C 2.354242 -4.046122 -2.301082 0.2 -0.1 -0.3
C 2.670698 -0.571833 1.868417 0.5 0.3 -0.6
C 3.838466 0.237566 1.256722 0.2 -0.1 0.2
C 4.654959 -0.589217 0.245029 0.2 0.5 -0.2
C 4.673740 -0.098895 -1.194059 -0.2 -0.6 -0.5
O 3.807553 -0.934529 -1.948695 -0.4 0.2 0.0
C 3.779270 -0.553414 -3.310890 0.3 -0.2 0.2
C 1.886018 0.017972 3.061809 -0.1 -1.1 0.6
C 2.730885 0.797120 4.090218 0.8 -0.1 -0.1
C 3.444025 2.090076 3.711565 -0.2 0.2 0.3
F 3.723231 -0.151639 4.398400 0.0 -0.1 0.0
N 0.460609 0.530955 2.826794 0.1 1.8 0.2
S 0.252810 2.206145 3.542023 -0.2 0.0 0.3
C -0.465552 -0.142891 3.831804 0.1 -0.6 1.1
C -0.777060 -1.624677 3.827654 -0.3 -0.5 -0.1
O -2.061564 -1.908491 3.272396 0.7 0.3 -0.1
C -2.112008 -3.054611 2.535135 0.2 0.0 -0.3
O -3.009375 -3.799613 2.636923 -1.2 -0.8 0.1
C 0.020949 0.530523 1.334936 -0.2 -0.4 -1.5
C -1.521732 0.606610 1.297073 -0.3 -0.2 0.4
C -2.390222 1.074413 0.110215 -0.2 0.4 -0.2
C -2.097437 0.863024 -1.361665 -0.2 -0.2 -0.3
F -2.769790 -0.276134 -1.813095 0.1 -0.2 0.0
C 0.733654 1.710957 0.585949 -0.2 -0.1 -0.1
Br 1.571622 1.188062 -1.117102 -0.1 0.0 0.1
C 0.009341 3.015564 0.138567 1.2 0.8 -0.4
C 1.104372 4.045036 -0.295293 -0.3 0.2 0.3
Br -1.182016 4.017964 1.325168 -0.2 -0.2 0.1
H 1.159038 -1.668711 -1.808205 0.2 0.5 0.1
H -0.588299 -1.667011 -2.390226 -0.2 -0.6 0.0
H -1.404867 -1.565078 -0.195680 -0.2 0.4 0.1
H -0.037842 -1.539384 1.654913 -0.2 0.4 -0.1
H 1.403472 -3.109780 1.837863 -0.2 -0.2 -0.2
H 3.045723 -2.946915 1.319886 0.2 0.4 0.0
H 4.376958 -3.970412 0.393495 0.1 -0.1 0.0
H 6.007249 -4.673713 -1.242204 0.1 -0.1 0.0
H 5.338098 -5.073700 -3.605580 0.0 0.0 -0.2
H 2.993613 -4.642811 -4.270493 -0.2 0.1 0.0
H 1.343393 -3.868706 -2.637584 -0.2 0.0 0.2
H 3.244434 -1.341966 2.378940 0.0 -0.1 0.2
H 4.534874 0.394440 2.076774 -0.2 0.3 0.3
H 3.600808 1.228527 0.875524 -0.2 -0.1 -0.2
H 5.690640 -0.613749 0.575277 0.1 0.0 0.2
H 4.324829 -1.620275 0.208752 -0.1 -0.1 0.0
H 5.669065 -0.188445 -1.640628 0.2 0.0 0.2
H 4.368132 0.946068 -1.308016 0.0 0.1 0.2
H 3.543769 0.506916 -3.417336 0.0 0.1 -0.1
H 4.752658 -0.761210 -3.763232 0.1 0.1 -0.2
H 3.030225 -1.151926 -3.818587 -0.1 -0.1 0.0
H 1.708926 -0.873593 3.661019 -0.3 -0.2 -0.1
H 2.205226 0.905405 5.032507 -0.4 0.2 -0.1
H 4.512103 1.961870 3.845518 0.1 -0.2 -0.1
H 3.279796 2.417968 2.691722 -0.1 0.0 -0.1
H 3.155511 2.880506 4.398165 -0.1 0.2 0.0
H 1.124650 2.933408 2.827272 0.0 -0.4 -0.2
H 0.031503 0.033460 4.782925 0.4 0.0 0.0
H -1.395813 0.396996 3.978283 -0.2 0.2 -0.7
H -0.833435 -1.948771 4.865802 0.0 0.2 0.2
H -0.022051 -2.277848 3.390343 0.2 0.2 -0.1
H -1.315519 -3.237510 1.802255 0.5 0.3 0.2
H -1.868061 1.242925 2.109721 0.2 0.2 0.1
H -1.866617 -0.380305 1.589261 0.0 -0.1 -0.1
H -2.631152 2.126893 0.223804 0.3 0.2 0.1
H -3.364524 0.613353 0.264073 -0.1 -0.2 0.1
H -2.510136 1.686405 -1.941860 -0.1 0.1 0.0
H -1.059186 0.740867 -1.643253 0.2 0.0 0.2
H 1.622982 1.989137 1.142067 0.0 0.0 0.2
H -0.546355 2.853655 -0.771809 -0.6 -0.4 0.2
H 2.088715 3.789548 0.090641 0.1 -0.1 -0.1
H 1.138834 4.129834 -1.374768 0.2 -0.2 -0.1
H 0.866448 5.031501 0.083405 -0.1 0.1 0.0
C -0.539779 1.518613 -6.756746 -0.1 0.0 -0.1
C 0.151884 1.429327 -5.615965 -0.3 -0.2 -0.1
C 1.401835 2.228883 -5.376881 0.2 0.2 -0.2
O 1.949358 2.089853 -4.293642 0.0 -0.1 0.1
C 1.880550 3.101204 -6.425160 0.1 0.0 0.2
C 1.193231 3.193416 -7.575096 0.3 0.1 0.1
C -0.074904 2.411761 -7.808467 -0.2 -0.3 0.2
O -0.646469 2.564813 -8.867766 0.1 0.1 -0.1
O 1.568929 3.967105 -8.577859 -0.2 -0.1 0.0
O -0.203342 0.636457 -4.604931 0.1 0.1 0.0
H -1.440916 0.950045 -6.938296 0.0 0.0 0.0
H 2.789236 3.658121 -6.245726 0.0 0.0 0.0
H 0.900944 3.851259 -9.282146 0.0 0.0 0.0
H 0.473328 0.772317 -3.913688 0.0 0.0 0.0
C -3.414664 6.831319 1.533751 0.0 0.0 -0.3
C -3.546281 6.679296 2.853240 0.1 -0.2 -0.2
C -4.151867 7.744306 3.722338 -0.2 0.4 0.0
O -4.245301 7.510540 4.912867 0.1 -0.2 0.0
C -4.582710 8.979782 3.093493 0.0 -0.1 0.1
C -4.451440 9.135858 1.766847 -0.1 0.2 0.2
C -3.865361 8.057598 0.894107 0.1 -0.3 0.1
O -3.791187 8.261825 -0.301075 -0.1 0.2 0.0
O -4.822810 10.236807 1.130299 0.1 -0.1 -0.1
O -3.154396 5.576634 3.492854 0.0 0.1 0.2
H -2.983896 6.062571 0.909424 0.0 0.0 -0.1
H -5.003484 9.746749 3.727958 0.0 0.0 0.0
H -4.624146 10.091367 0.185637 0.0 0.0 0.0
H -3.367355 5.729954 4.434850 0.0 0.0 0.0
C -6.374939 -8.080846 0.355251 0.0 0.1 -0.1
C -6.010070 -8.482599 1.580890 -0.2 -0.1 -0.2
C -4.815146 -7.898217 2.285652 0.3 0.2 -0.1
O -4.560959 -8.302391 3.404545 -0.1 -0.1 0.0
C -4.032155 -6.889761 1.593132 0.1 -0.1 0.1
C -4.394916 -6.491498 0.368313 0.2 0.1 0.2
C -5.603622 -7.056602 -0.325778 -0.3 -0.3 0.1
O -5.871275 -6.624534 -1.431648 0.2 0.1 0.0
O -3.727783 -5.575971 -0.328512 -0.1 0.0 -0.1
O -6.665149 -9.412885 2.262198 0.1 0.1 0.1
H -7.232054 -8.491776 -0.158890 0.0 0.0 0.0
H -3.168392 -6.487010 2.101049 0.0 0.0 0.0
H -4.210588 -5.483597 -1.173049 0.0 0.0 0.0
H -6.195585 -9.509333 3.112872 0.0 0.0 0.0
```
Positions in Å, forces in eV/Å.

Values from the calculation:
charge: +1
E_HOMO: -10.7997 eV
energy: -8844.67822 Ha


A 2-piece molecular cluster, C4H14N2 overall. Source: OMol25; level of theory: ωB97M-V/def2-TZVPD.

Structure (XYZ):
```
20
Properties=species:S:1:pos:R:3:forces:R:3
C 0.782847 -0.894830 -2.456311 0.2 0.3 -0.6
N -0.121007 0.205625 -2.105001 0.0 -0.5 -0.2
C -1.457708 -0.286618 -1.815867 -0.2 -0.8 -0.5
H 0.614482 -1.764485 -1.830014 0.0 0.0 0.3
H 0.671293 -1.226078 -3.499374 -0.2 -0.1 0.1
H 1.821117 -0.571164 -2.368598 0.0 0.0 0.2
H -0.187383 0.795430 -2.925974 0.1 0.3 0.2
H -1.995253 -0.745531 -2.665515 0.1 0.4 -0.3
H -2.072827 0.502643 -1.414057 -0.2 0.1 0.3
H -1.391122 -1.145735 -1.148832 0.0 0.4 0.6
C 0.057083 1.308289 3.108418 0.2 0.2 0.1
N 1.006995 0.465534 2.404674 0.4 0.4 -0.2
C 0.423515 -0.404835 1.410521 -0.8 -0.1 -0.5
H -0.335436 0.817679 3.984352 -0.2 -0.4 0.3
H 0.572802 2.195262 3.475110 0.0 0.1 0.0
H -0.802511 1.628956 2.509205 0.0 0.0 -0.2
H 1.710793 1.062993 1.996300 0.0 -0.1 -0.2
H 1.045004 -0.598545 0.535580 0.4 0.1 0.3
H -0.490433 0.019293 0.963738 0.0 0.0 0.2
H 0.147741 -1.363887 1.841642 0.0 -0.2 0.1
```
Positions in Å, forces in eV/Å.

Values from the calculation:
E_HOMO: -8.5661 eV
energy: -270.25882 Ha
structure (SMILES): CNC.CNC


C4H3I3 as an isolated structure in a non-equilibrium geometry. Source: OMol25; level of theory: ωB97M-V/def2-TZVPD.

Structure (XYZ):
```
10
Properties=species:S:1:pos:R:3:forces:R:3
C -0.202573 -0.269167 -0.281291 -0.4 0.1 0.0
C 0.813757 0.256716 0.358109 3.7 -2.2 -1.7
C 2.380705 -0.419874 -0.040605 -3.3 1.7 1.7
C 3.424280 0.387976 -0.080020 0.7 0.2 -0.2
I 2.489703 -2.495512 -0.020289 -0.1 0.2 -0.1
I 5.429287 -0.261189 -0.173027 -0.4 0.2 -0.1
I 3.201086 2.491379 -0.087841 0.1 -0.4 0.0
H -1.213921 0.072577 -0.147412 -0.2 0.2 0.2
H -0.064365 -1.080453 -0.979289 0.0 -0.1 -0.1
H 0.850042 1.057676 1.063042 -0.1 0.3 0.3
```
Positions in Å, forces in eV/Å.

Values from the calculation:
E_HOMO: -8.9145 eV
energy: -1047.21332 Ha


One molecule with the formula C7H7N3O3 in a non-equilibrium geometry. Source: OMol25; level of theory: ωB97M-V/def2-TZVPD.

Structure (XYZ):
```
20
Properties=species:S:1:pos:R:3:forces:R:3
O 0.905918 -0.688133 2.788819 0.1 1.9 -0.7
C 1.174834 0.297897 2.120707 0.6 -1.9 1.3
O 2.449003 0.685770 1.994027 -0.2 0.0 0.4
C 0.116808 0.905504 1.228869 -2.4 -2.1 -0.1
N 0.378279 2.002042 0.347336 0.7 -1.3 2.2
C 0.034473 1.708410 -0.918050 0.4 0.6 -3.7
O 0.098903 2.494546 -1.862833 -0.4 -0.9 1.0
N -0.236979 0.352690 -1.028038 0.1 2.2 1.8
C -0.513243 -0.408165 -2.133498 -0.1 -0.9 -1.7
C -0.882727 -1.670467 -1.902201 0.2 -0.6 -1.2
C -1.170370 -2.161796 -0.562491 1.2 -1.6 1.5
C -0.767770 -1.427088 0.495559 -1.3 0.5 0.0
N 0.006585 -0.284060 0.279574 0.4 1.9 -1.5
H 2.533248 1.474132 1.457467 0.0 0.3 -0.5
H -0.887495 0.991645 1.763927 1.3 0.1 -0.2
H 0.577528 2.902951 0.731266 -0.3 0.5 -0.5
H -0.447273 -0.077414 -3.234046 0.2 0.3 2.4
H -0.942657 -2.264350 -2.815437 -0.4 -0.2 0.6
H -1.300164 -3.254986 -0.267902 -0.8 1.6 -1.0
H -1.126902 -1.579128 1.516946 0.8 -0.4 -0.3
```
Positions in Å, forces in eV/Å.

Values from the calculation:
E_HOMO: -7.3977 eV
energy: -660.85573 Ha
structure (SMILES): O=C(O)[C@H]1NC(=O)N2C=CC=CN12